Record 1
# C19H23NO3

A single C19H23NO3 molecule (ωB97M-V/def2-TZVPD, the OMol25 dataset).

## Properties
- DFT total energy (hartree) = -1018.294205
- SMILES string = COc1ccc(CCC(=O)NCCOc2ccc(C)cc2)cc1
- LUMO (eV) = 0.73
- gap between HOMO and LUMO (eV) = 9.0
- max |F| (eV/A) = 0.73

```
46
C19H23NO3 ωB97M-V/def2-TZVPD
C 1.206 2.912 -1.511
O -0.157 2.585 -1.393
C -0.614 2.120 -0.200
C 0.143 2.008 0.961
C -0.435 1.513 2.120
C -1.764 1.121 2.158
C -2.379 0.570 3.414
C -2.718 -0.927 3.299
C -1.452 -1.743 3.099
O -0.822 -2.232 4.011
N -1.097 -1.892 1.798
C 0.137 -2.536 1.417
C 1.336 -1.559 1.411
O 2.223 -1.769 0.338
C 1.878 -1.322 -0.907
C 0.655 -0.761 -1.253
C 0.435 -0.323 -2.549
C 1.413 -0.428 -3.525
C 1.159 0.045 -4.925
C 2.630 -1.002 -3.173
C 2.863 -1.444 -1.888
C -2.517 1.244 0.992
C -1.956 1.734 -0.168
H 1.346 3.217 -2.547
H 1.844 2.047 -1.304
H 1.480 3.741 -0.850
H 1.181 2.300 0.976
H 0.168 1.433 3.014
H -1.693 0.708 4.252
H -3.301 1.114 3.636
H -3.408 -1.095 2.472
H -3.186 -1.255 4.227
H -1.576 -1.341 1.103
H 0.316 -3.338 2.135
H 0.020 -2.971 0.421
H 1.942 -1.702 2.308
H 0.964 -0.527 1.407
H -0.133 -0.644 -0.528
H -0.520 0.119 -2.793
H 0.422 0.845 -4.934
H 0.775 -0.774 -5.534
H 2.077 0.403 -5.385
H 3.409 -1.099 -3.916
H 3.808 -1.884 -1.612
H -3.560 0.960 0.997
H -2.539 1.833 -1.070
```

Record 2
# C19H23NO4S2

A single C19H23NO4S2 molecule (ωB97M-V/def2-TZVPD, the OMol25 dataset).

## Properties
- DFT total energy (hartree) = -1889.891578
- SMILES string = Cc1cccc(C)c1OCC(=O)N(Cc1cccs1)[C@H]1CCS(=O)(=O)C1
- LUMO (eV) = 0.42
- gap between HOMO and LUMO (eV) = 9.3
- max |F| (eV/A) = 0.79

```
49
C19H23NO4S2 ωB97M-V/def2-TZVPD
C 2.705 -0.501 2.506
C 2.841 -0.241 1.033
C 3.505 -1.166 0.240
C 3.707 -0.929 -1.105
C 3.321 0.283 -1.644
C 2.672 1.246 -0.880
C 2.402 2.587 -1.495
C 2.359 0.937 0.449
O 1.615 1.770 1.277
C 0.397 2.284 0.769
C -0.327 1.339 -0.194
O -0.596 1.711 -1.323
N -0.612 0.092 0.237
C -0.580 -0.324 1.629
C -1.962 -0.364 2.199
C -2.725 -1.450 2.498
C -4.012 -1.109 2.973
C -4.211 0.231 3.017
S -2.832 1.109 2.488
C -1.184 -0.875 -0.700
C -2.556 -0.419 -1.277
C -2.449 -0.168 -2.765
S -1.310 -1.491 -3.246
O -0.647 -1.248 -4.495
O -1.955 -2.766 -3.080
C -0.211 -1.192 -1.828
H 3.696 -0.638 2.938
H 2.230 0.336 3.007
H 2.135 -1.410 2.695
H 3.863 -2.080 0.693
H 4.200 -1.665 -1.722
H 3.540 0.503 -2.678
H 2.590 3.382 -0.775
H 1.374 2.665 -1.850
H 3.060 2.734 -2.348
H 0.550 3.225 0.230
H -0.232 2.496 1.642
H -0.135 -1.321 1.685
H 0.048 0.360 2.197
H -2.380 -2.464 2.396
H -4.751 -1.833 3.264
H -5.084 0.767 3.330
H -1.357 -1.784 -0.121
H -2.892 0.475 -0.752
H -3.282 -1.214 -1.105
H -1.951 0.770 -2.991
H -3.393 -0.256 -3.289
H 0.414 -2.056 -1.631
H 0.402 -0.338 -2.098
```

Record 3
# C19H23NO5

A single C19H23NO5 molecule (ωB97M-V/def2-TZVPD, the OMol25 dataset).

## Properties
- DFT total energy (hartree) = -1168.775299
- SMILES string = CCC(C)(C)NC(=O)[C@@H](OC(=O)c1ccco1)c1ccccc1OC
- LUMO (eV) = 0.54
- gap between HOMO and LUMO (eV) = 9.2
- max |F| (eV/A) = 1.11

```
48
C19H23NO5 ωB97M-V/def2-TZVPD
C -3.094 -0.040 -1.145
C -3.268 -1.168 -0.133
C -1.986 -1.981 0.134
C -2.268 -3.031 1.213
C -1.473 -2.664 -1.133
N -0.927 -1.089 0.600
C -0.981 -0.316 1.689
O -1.877 -0.273 2.504
C 0.244 0.621 1.800
O 1.402 -0.100 1.384
C 2.532 0.608 1.226
O 2.656 1.774 1.496
C 3.585 -0.252 0.671
C 3.558 -1.574 0.296
C 4.848 -1.870 -0.184
C 5.561 -0.710 -0.068
O 4.810 0.264 0.443
C -0.067 1.839 0.963
C -0.666 2.930 1.572
C -1.014 4.054 0.844
C -0.749 4.095 -0.511
C -0.153 3.015 -1.139
C 0.181 1.876 -0.417
O 0.746 0.759 -0.982
C 1.126 0.803 -2.335
H -2.301 0.636 -0.834
H -2.864 -0.425 -2.136
H -4.015 0.534 -1.213
H -4.046 -1.852 -0.478
H -3.588 -0.740 0.817
H -3.047 -3.712 0.881
H -2.592 -2.541 2.126
H -1.368 -3.603 1.426
H -1.174 -1.930 -1.877
H -2.250 -3.293 -1.558
H -0.614 -3.289 -0.899
H -0.129 -0.958 -0.005
H 0.359 0.924 2.847
H 2.718 -2.234 0.368
H 5.201 -2.807 -0.562
H 6.579 -0.473 -0.311
H -0.862 2.890 2.632
H -1.480 4.893 1.335
H -1.004 4.968 -1.092
H 0.043 3.068 -2.198
H 1.838 1.611 -2.526
H 1.608 -0.154 -2.535
H 0.258 0.916 -2.993
```

Record 4
# C19H23NO5

A single C19H23NO5 molecule (ωB97M-V/def2-TZVPD, the OMol25 dataset).

## Properties
- DFT total energy (hartree) = -1168.772143
- SMILES string = CCCCc1cc(=O)oc2cc(OCC(=O)N3CCOCC3)ccc12
- LUMO (eV) = 0.08
- gap between HOMO and LUMO (eV) = 8.7
- max |F| (eV/A) = 0.91

```
48
C19H23NO5 ωB97M-V/def2-TZVPD
C 2.612 0.704 -6.173
C 2.571 -0.421 -5.146
C 3.042 0.057 -3.775
C 3.027 -1.066 -2.727
C 1.632 -1.521 -2.429
C 1.147 -2.666 -2.962
C -0.208 -3.129 -2.747
O -0.681 -4.142 -3.200
O -1.011 -2.337 -1.964
C -0.559 -1.194 -1.408
C -1.458 -0.483 -0.625
C -1.070 0.700 -0.008
O -2.027 1.314 0.735
C -1.700 2.501 1.424
C -0.632 2.351 2.514
O 0.273 3.162 2.598
N -0.743 1.295 3.340
C -1.836 0.343 3.365
C -2.016 -0.171 4.806
O -1.802 0.866 5.729
C -0.452 1.291 5.759
C 0.233 1.117 4.395
C 0.238 1.165 -0.176
C 1.123 0.457 -0.955
C 0.758 -0.731 -1.596
H 1.964 1.523 -5.868
H 2.278 0.346 -7.143
H 3.624 1.089 -6.279
H 3.209 -1.241 -5.482
H 1.552 -0.804 -5.068
H 2.404 0.879 -3.445
H 4.063 0.438 -3.861
H 3.606 -1.909 -3.106
H 3.504 -0.712 -1.811
H 1.753 -3.300 -3.590
H -2.462 -0.852 -0.500
H -1.356 3.282 0.735
H -2.636 2.835 1.883
H -1.632 -0.499 2.691
H -2.753 0.833 3.039
H -3.043 -0.507 4.957
H -1.340 -1.014 5.008
H -0.482 2.344 6.049
H 0.102 0.727 6.524
H 0.672 0.118 4.304
H 1.015 1.866 4.261
H 0.571 2.072 0.302
H 2.127 0.835 -1.065
```

Record 5
# C19H24AsFIrN3O4S4

A molecular structure, C19H24AsFIrN3O4S4 (ωB97M-V/def2-TZVPD, the OMol25 dataset).

## Properties
- DFT total energy (hartree) = -5236.050582
- multiplicity = 6
- LUMO (alpha / beta) (eV) = -3.42 / -4.01
- gap between HOMO and LUMO (alpha / beta) (eV) = 6.2 / 6.2
- net charge = +1
- max |F| (eV/A) = 0.65

```
57
C19H24AsFIrN3O4S4 ωB97M-V/def2-TZVPD
Ir 4.548 0.233 1.658
F -0.265 -1.311 -3.111
C -0.446 -0.731 -1.904
C 0.631 -0.189 -1.262
C 0.477 0.360 0.012
C 1.670 0.866 0.709
O 2.771 0.812 0.118
C 1.439 1.333 2.049
C 0.170 1.314 2.544
N -0.925 0.887 1.884
C -2.209 0.885 2.547
C -3.281 1.814 2.051
C -2.599 2.079 3.359
C -0.787 0.359 0.613
C -1.880 -0.179 -0.076
C -1.723 -0.737 -1.331
N -2.860 -1.316 -1.965
C -3.374 -2.562 -1.417
C -4.907 -2.503 -1.496
N -5.269 -1.552 -2.607
C -4.381 -1.753 -3.798
C -2.960 -1.302 -3.419
C 2.490 1.905 2.987
O 2.134 2.287 4.079
O 3.715 1.892 2.562
H 1.615 -0.215 -1.711
H 0.016 1.676 3.552
H -2.506 -0.092 2.911
H -4.303 1.459 2.062
H -3.023 2.460 1.223
H -3.139 1.896 4.275
H -1.909 2.909 3.397
H -2.864 -0.161 0.368
H -3.065 -2.674 -0.381
H -2.993 -3.431 -1.969
H -5.351 -2.105 -0.585
H -5.358 -3.466 -1.725
H -5.116 -0.602 -2.261
H -6.253 -1.650 -2.858
H -4.785 -1.188 -4.634
H -4.430 -2.814 -4.037
H -2.769 -0.289 -3.772
H -2.253 -1.970 -3.915
S 3.512 -4.049 2.164
As 4.973 -2.966 3.300
S 5.341 -1.380 0.530
S 4.260 -0.855 3.588
S 4.549 -3.901 5.183
C 6.315 2.923 -1.587
C 6.002 1.602 -0.926
O 5.331 1.822 0.332
H 6.852 2.752 -2.520
H 6.934 3.541 -0.939
H 5.401 3.472 -1.825
H 6.905 1.051 -0.673
H 5.373 0.966 -1.555
H 4.556 2.390 0.198
```

Record 6
# C19H24ClN3O3S

A single C19H24ClN3O3S molecule (ωB97M-V/def2-TZVPD, the OMol25 dataset).

## Properties
- DFT total energy (hartree) = -1986.800510
- SMILES string = CCCCNC(=O)c1c(CSc2ccc(Cl)cc2)noc1C(=O)NCCC
- LUMO (eV) = -0.02
- gap between HOMO and LUMO (eV) = 8.8
- max |F| (eV/A) = 1.26

```
51
C19H24ClN3O3S ωB97M-V/def2-TZVPD
C -2.069 4.359 1.240
C -1.757 2.884 1.458
C -2.822 1.989 0.828
C -2.551 0.499 1.050
N -1.392 0.043 0.318
C -1.504 -0.713 -0.780
O -2.557 -1.175 -1.192
C -0.227 -0.992 -1.496
C -0.058 -2.043 -2.460
C -1.002 -3.131 -2.776
S -0.623 -4.585 -1.712
C -1.044 -3.861 -0.134
C -0.039 -3.362 0.679
C -0.358 -2.775 1.890
C -1.687 -2.699 2.273
Cl -2.090 -1.973 3.788
C -2.698 -3.200 1.467
C -2.371 -3.786 0.259
N 1.126 -1.974 -3.007
O 1.770 -0.920 -2.469
C 0.976 -0.320 -1.556
C 1.546 0.855 -0.854
O 1.067 1.306 0.176
N 2.626 1.367 -1.460
C 3.397 2.458 -0.911
C 4.843 2.042 -0.641
C 4.932 0.935 0.402
H -2.107 4.588 0.177
H -3.031 4.616 1.678
H -1.306 4.983 1.698
H -1.707 2.678 2.529
H -0.779 2.657 1.029
H -3.796 2.228 1.261
H -2.879 2.182 -0.246
H -2.391 0.308 2.114
H -3.400 -0.094 0.700
H -0.502 0.487 0.532
H -0.863 -3.485 -3.795
H -2.028 -2.822 -2.584
H 0.991 -3.438 0.363
H 0.415 -2.377 2.528
H -3.727 -3.130 1.780
H -3.145 -4.176 -0.384
H 2.986 0.909 -2.285
H 3.375 3.299 -1.613
H 2.904 2.756 0.016
H 5.391 2.920 -0.295
H 5.303 1.708 -1.574
H 4.472 1.255 1.334
H 5.970 0.680 0.597
H 4.420 0.039 0.058
```

Record 7
# C19H24ClNO2

A single C19H24ClNO2 molecule (ωB97M-V/def2-TZVPD, the OMol25 dataset).

## Properties
- DFT total energy (hartree) = -1403.804546
- SMILES string = CCOCCCNCc1ccc(OCc2ccccc2Cl)cc1
- LUMO (eV) = 0.82
- gap between HOMO and LUMO (eV) = 9.2
- max |F| (eV/A) = 0.45

```
47
C19H24ClNO2 ωB97M-V/def2-TZVPD
C 7.272 1.998 -0.241
C 6.649 0.700 0.272
O 5.453 0.899 0.997
C 4.296 1.147 0.227
C 3.672 -0.124 -0.355
C 2.362 0.190 -1.092
N 1.721 -0.943 -1.730
C 1.128 -1.909 -0.815
C -0.009 -1.284 -0.052
C -0.092 -1.372 1.331
C -1.145 -0.796 2.013
C -2.141 -0.108 1.323
O -3.135 0.425 2.096
C -4.136 1.189 1.471
C -5.091 0.384 0.622
C -5.178 -0.995 0.754
C -6.051 -1.732 -0.025
C -6.860 -1.095 -0.950
C -6.799 0.280 -1.091
C -5.919 1.007 -0.307
Cl -5.865 2.731 -0.494
C -2.062 -0.011 -0.062
C -1.004 -0.598 -0.733
H 6.641 2.469 -0.991
H 7.407 2.692 0.584
H 8.239 1.785 -0.688
H 7.328 0.226 0.985
H 6.489 0.007 -0.565
H 4.504 1.862 -0.579
H 3.588 1.610 0.921
H 3.487 -0.820 0.464
H 4.370 -0.597 -1.052
H 1.643 0.626 -0.394
H 2.563 0.928 -1.876
H 2.383 -1.411 -2.341
H 0.739 -2.728 -1.430
H 1.853 -2.340 -0.105
H 0.673 -1.898 1.885
H -1.215 -0.862 3.087
H -3.692 1.996 0.873
H -4.691 1.649 2.297
H -4.547 -1.488 1.478
H -6.099 -2.804 0.091
H -7.543 -1.664 -1.563
H -7.426 0.791 -1.804
H -2.821 0.505 -0.629
H -0.939 -0.516 -1.807
```

Record 8
# C19H24N2O3S2

A single C19H24N2O3S2 molecule (ωB97M-V/def2-TZVPD, the OMol25 dataset).

## Properties
- DFT total energy (hartree) = -1870.038799
- SMILES string = Cc1cccc(N(CC(=O)NCCSCc2ccccc2)S(C)(=O)=O)c1
- LUMO (eV) = 0.50
- gap between HOMO and LUMO (eV) = 9.2
- max |F| (eV/A) = 0.95

```
50
C19H24N2O3S2 ωB97M-V/def2-TZVPD
C -0.809 -3.499 -1.757
C -1.446 -2.620 -0.723
C -1.934 -3.141 0.466
C -2.539 -2.304 1.387
C -2.662 -0.948 1.144
C -2.171 -0.408 -0.044
N -2.262 0.964 -0.302
C -2.168 1.448 -1.658
C -0.753 1.491 -2.235
O -0.546 1.479 -3.430
N 0.222 1.559 -1.311
C 1.615 1.703 -1.649
C 2.228 2.904 -0.942
S 2.100 2.806 0.874
C 3.322 1.490 1.259
C 2.771 0.115 1.055
C 1.631 -0.280 1.746
C 1.093 -1.538 1.554
C 1.693 -2.420 0.671
C 2.832 -2.039 -0.016
C 3.369 -0.776 0.173
S -2.746 2.065 0.877
C -1.418 1.947 2.101
O -3.978 1.678 1.494
O -2.685 3.358 0.267
C -1.564 -1.259 -0.966
H 0.125 -3.064 -2.106
H -0.612 -4.491 -1.359
H -1.470 -3.601 -2.617
H -1.850 -4.198 0.669
H -2.931 -2.711 2.307
H -3.180 -0.321 1.849
H -2.535 2.478 -1.645
H -2.804 0.867 -2.333
H -0.021 1.570 -0.332
H 1.666 1.843 -2.733
H 2.158 0.789 -1.384
H 3.281 3.015 -1.200
H 1.694 3.817 -1.205
H 4.207 1.675 0.650
H 3.567 1.658 2.308
H 1.177 0.413 2.440
H 0.204 -1.835 2.091
H 1.274 -3.402 0.523
H 3.307 -2.724 -0.702
H 4.261 -0.484 -0.365
H -1.797 2.362 3.027
H -0.577 2.531 1.745
H -1.158 0.905 2.231
H -1.177 -0.869 -1.894
```

Record 9
# C19H24N8NiO4Se

A molecular structure, C19H24N8NiO4Se (ωB97M-V/def2-TZVPD, the OMol25 dataset).

## Properties
- DFT total energy (hartree) = -5387.099249
- multiplicity = 3
- LUMO (alpha / beta) (eV) = -0.56 / -0.60
- gap between HOMO and LUMO (alpha / beta) (eV) = 7.4 / 7.4
- max |F| (eV/A) = 0.92

```
57
C19H24N8NiO4Se ωB97M-V/def2-TZVPD
Ni 0.028 0.283 -0.031
N 2.656 -3.122 1.082
C 2.205 -1.873 1.238
N 0.969 -1.550 1.445
C 0.021 -2.542 1.370
N -1.243 -2.279 1.219
N -1.439 -0.954 0.930
C -2.652 -0.595 0.797
C -2.920 0.817 0.497
C -4.200 1.341 0.588
C -4.377 2.702 0.397
C -3.272 3.487 0.118
C -2.031 2.874 0.021
N -1.854 1.572 0.196
C 0.444 -3.941 1.409
C -0.445 -5.009 1.550
C 0.013 -6.305 1.471
C 1.367 -6.553 1.225
C 2.257 -5.513 1.079
C 1.791 -4.204 1.185
H 3.580 -3.264 0.708
H 2.949 -1.090 1.187
H -3.459 -1.310 0.926
H -5.032 0.689 0.817
H -5.363 3.143 0.473
H -3.362 4.554 -0.031
H -1.140 3.441 -0.221
H -1.491 -4.786 1.708
H -0.675 -7.132 1.578
H 1.722 -7.572 1.144
H 3.305 -5.700 0.877
C 2.036 4.916 -1.946
N 2.319 3.487 -1.931
C 2.095 2.852 -3.226
C 1.751 2.809 -0.833
N 0.728 2.041 -0.937
N 2.373 3.007 0.355
C 3.673 3.643 0.476
C 1.886 2.413 1.580
H 2.714 5.415 -2.639
H 2.179 5.347 -0.956
H 1.005 5.119 -2.269
H 1.079 3.025 -3.612
H 2.267 1.777 -3.163
H 2.795 3.282 -3.942
H 0.376 1.996 -1.886
H 3.598 4.601 1.000
H 4.109 3.799 -0.504
H 4.336 2.995 1.053
H 2.597 1.668 1.945
H 0.927 1.917 1.428
H 1.753 3.179 2.347
O 1.627 -2.739 -1.607
Se 1.330 -1.177 -1.923
O 1.968 -0.247 -0.674
O -0.301 -0.809 -1.661
O 1.817 -0.639 -3.366
```